Computed, not measured: a 7-piece molecular cluster, C48H120F6N6O6P overall at a distorted geometry, with ωB97M-V/def2-TZVPD.

```
187
Properties=species:S:1:pos:R:3:forces:R:3
P -0.162 -0.170 -0.051 1.043 -0.209 -0.009
F 1.105 0.877 0.028 -0.027 -0.746 0.354
F -0.960 0.982 -0.814 -0.360 0.247 0.011
F 0.462 -0.771 -1.459 -0.469 0.380 0.553
F -1.464 -1.121 -0.225 0.151 -0.297 0.297
F 0.649 -1.354 0.745 0.224 0.005 -0.555
F -0.635 0.282 1.441 -0.510 0.588 -0.663
C 5.461 -1.169 0.544 1.239 -1.018 -1.951
C 4.982 -0.246 1.590 0.318 0.577 0.991
N 5.678 1.131 1.531 -0.846 -0.539 1.257
C 5.535 1.658 0.184 -0.205 -0.039 -1.583
C 4.908 2.138 2.417 -1.344 -0.731 -0.872
C 4.527 1.565 3.784 -0.095 1.128 0.217
C 7.115 1.063 2.008 0.239 -1.286 -1.299
C 8.038 1.990 1.307 1.178 0.826 0.244
O 7.770 3.283 1.710 -1.571 0.992 0.173
C 8.814 4.222 1.503 -0.264 0.406 -0.070
H 4.970 -2.144 0.621 0.137 0.145 0.353
H 6.569 -1.341 0.596 -0.985 -0.007 0.117
H 5.279 -0.883 -0.511 -0.123 0.225 0.647
H 5.264 -0.693 2.552 -0.341 0.375 -0.059
H 3.896 -0.069 1.552 0.371 0.066 -0.017
H 5.808 2.697 0.235 -0.358 0.571 -0.151
H 4.489 1.455 -0.132 0.654 0.510 0.127
H 6.211 1.235 -0.569 -0.183 -0.374 0.513
H 3.967 2.358 1.835 0.983 -0.069 0.543
H 5.565 3.004 2.385 -0.143 0.111 0.528
H 3.609 0.942 3.796 0.627 0.389 -0.241
H 4.376 2.429 4.477 0.066 -0.748 -0.476
H 5.362 0.998 4.160 0.171 -0.279 0.484
H 7.463 0.046 1.824 -0.075 0.025 0.022
H 7.214 1.247 3.048 -0.507 0.183 1.010
H 8.041 1.931 0.236 -0.097 -0.358 -0.809
H 9.063 1.808 1.615 0.336 -0.845 0.135
H 8.394 5.193 1.873 0.863 -0.889 -0.152
H 9.068 4.333 0.431 -0.096 -0.117 0.420
H 9.675 3.821 2.056 0.097 0.756 -0.073
C 0.174 3.182 4.672 0.604 0.465 -0.400
C -0.359 3.823 5.905 -0.009 -0.754 0.796
N -0.414 2.907 7.135 0.199 0.766 -1.783
C -1.089 3.667 8.212 1.088 -1.179 1.911
C -1.198 1.669 6.787 0.167 -0.289 0.758
C -2.584 1.832 6.214 0.072 1.474 -0.295
C 0.999 2.503 7.557 -0.777 -0.466 0.770
C 1.971 3.606 7.977 -0.403 0.571 -0.070
O 3.199 2.995 7.929 2.076 -0.419 -0.870
C 4.419 3.721 8.403 -1.957 -0.670 -0.469
H 0.266 3.967 3.914 0.131 -0.067 0.123
H -0.484 2.458 4.247 -0.382 -0.721 -0.233
H 1.166 2.762 4.845 -0.088 -0.044 -0.189
H -1.337 4.240 5.770 -0.575 0.092 -0.019
H 0.283 4.593 6.222 0.645 1.162 0.194
H -1.028 3.035 9.141 -0.243 0.677 -0.827
H -2.095 3.909 7.995 -1.000 -0.056 -0.489
H -0.571 4.590 8.408 0.397 0.304 -0.048
H -1.175 1.157 7.748 -0.375 -0.548 -0.215
H -0.657 1.101 6.045 0.682 -0.094 0.128
H -2.980 0.857 6.018 -0.255 -0.579 -0.051
H -2.578 2.398 5.268 0.164 -0.400 0.156
H -3.275 2.378 6.836 -0.230 -0.063 0.485
H 1.474 1.922 6.796 -0.018 -0.208 -0.853
H 0.855 1.787 8.387 0.071 0.460 -0.170
H 1.727 3.844 8.995 -0.186 0.780 0.656
H 1.929 4.516 7.331 -0.082 -0.426 0.395
H 5.288 3.330 7.896 -0.068 -0.183 -0.510
H 4.486 3.390 9.416 0.290 0.643 0.911
H 4.313 4.793 8.213 0.052 -0.164 0.380
C 3.114 -2.965 -5.193 -0.198 -0.316 0.363
C 1.951 -3.430 -6.075 0.267 0.403 0.055
N 0.912 -4.331 -5.432 1.672 -0.258 -0.156
C 0.387 -3.647 -4.249 -1.013 -0.796 0.357
C -0.160 -4.583 -6.405 -0.957 -0.673 -1.637
C -0.813 -3.420 -7.117 0.529 0.556 -1.409
C 1.540 -5.683 -5.024 -0.843 0.221 -1.830
C 0.498 -6.799 -4.984 1.211 -1.545 1.925
O -0.317 -6.586 -3.791 0.844 -0.046 -1.437
C -1.227 -7.684 -3.742 0.929 0.124 0.213
H 3.636 -3.826 -4.781 0.274 -0.060 -0.132
H 2.838 -2.354 -4.319 -0.086 0.034 -0.568
H 3.813 -2.401 -5.825 -0.231 -0.192 0.220
H 2.376 -3.980 -6.923 -0.364 0.165 -0.002
H 1.367 -2.569 -6.413 0.321 -0.166 -0.160
H 1.230 -3.360 -3.638 -0.246 0.194 0.319
H -0.288 -4.368 -3.748 0.473 0.576 -0.037
H -0.189 -2.825 -4.638 -0.012 0.608 0.401
H -0.970 -5.106 -5.840 0.747 0.203 -0.650
H 0.260 -5.184 -7.239 -0.166 -0.250 0.925
H -1.259 -2.778 -6.413 -0.832 1.051 0.683
H -1.592 -3.833 -7.761 -0.166 -0.156 0.328
H -0.243 -2.792 -7.861 0.029 -0.847 1.050
H 1.956 -5.544 -4.057 0.369 0.029 0.837
H 2.353 -5.876 -5.749 -0.547 -0.100 0.308
H 1.113 -7.777 -4.826 -0.984 1.471 -0.316
H -0.150 -6.979 -5.859 0.553 0.307 0.257
H -1.773 -7.663 -4.668 -0.764 -0.366 -0.224
H -1.842 -7.539 -2.868 -0.326 -0.171 0.084
H -0.622 -8.598 -3.684 -0.477 -0.095 0.133
C -0.778 -8.256 1.362 -0.088 0.897 1.018
C -1.168 -6.917 0.696 0.540 -0.704 -0.515
N -0.835 -5.585 1.352 0.442 -0.052 1.131
C -1.270 -5.653 2.758 -0.683 -0.793 1.992
C 0.635 -5.284 1.277 -0.011 -1.521 -1.465
C 1.124 -4.113 2.030 1.859 0.535 -0.124
C -1.479 -4.474 0.609 -0.198 0.859 -0.331
C -2.850 -4.128 1.005 -1.559 -0.392 1.705
O -3.641 -5.257 0.853 0.196 -1.157 -0.752
C -4.975 -5.132 1.203 -1.419 -0.406 0.911
H -1.133 -9.057 0.720 0.150 0.025 -0.210
H -1.257 -8.416 2.330 -0.239 0.111 -0.110
H 0.284 -8.370 1.572 0.124 -0.008 -0.402
H -2.253 -6.881 0.579 0.322 -0.015 -0.449
H -0.580 -6.880 -0.236 -0.759 0.113 -0.070
H -2.323 -6.020 2.800 0.799 0.428 -0.160
H -1.200 -4.704 3.328 0.084 -0.412 -0.804
H -0.669 -6.410 3.323 -0.282 0.672 -0.734
H 0.827 -5.192 0.200 -0.140 0.316 0.098
H 1.166 -6.212 1.512 -0.103 0.207 0.498
H 0.632 -3.159 1.947 -0.543 0.046 -0.284
H 2.132 -3.930 1.584 -0.541 -0.024 0.527
H 1.280 -4.329 3.066 0.063 -0.188 0.701
H -1.441 -4.736 -0.434 0.102 -0.081 -0.448
H -0.968 -3.538 0.771 0.835 0.036 -0.101
H -3.256 -3.305 0.450 0.118 0.685 -0.745
H -2.931 -3.805 2.068 0.373 0.014 -0.332
H -5.073 -4.829 2.276 -0.079 -0.022 -0.723
H -5.481 -6.107 1.080 0.514 0.337 0.167
H -5.530 -4.461 0.545 0.154 0.426 0.073
C -6.375 -1.383 -2.102 -0.719 -0.351 0.288
C -7.393 -0.247 -1.838 1.138 -0.511 -0.024
N -6.744 1.058 -1.329 0.397 -0.404 -0.099
C -5.822 1.602 -2.379 -0.987 1.637 0.079
C -7.849 2.035 -0.919 -0.577 -0.815 -1.593
C -8.662 2.548 -2.123 0.796 -0.357 0.629
C -5.835 0.838 -0.152 1.150 -0.325 -1.343
C -6.408 0.269 1.032 -1.718 -0.419 1.548
O -6.689 -1.104 0.924 -0.671 0.197 0.123
C -7.222 -1.611 2.164 0.311 0.904 -0.403
H -6.917 -2.310 -2.408 0.153 0.879 0.058
H -5.842 -1.677 -1.196 -0.051 0.213 -0.134
H -5.675 -1.138 -2.888 0.184 0.077 -0.238
H -8.072 -0.564 -1.066 -0.346 0.012 0.164
H -7.917 -0.009 -2.762 -0.095 0.214 0.171
H -5.646 2.675 -2.168 -0.313 -0.469 -0.164
H -6.263 1.483 -3.356 -0.071 0.033 -0.224
H -4.866 1.152 -2.345 0.734 -0.883 0.138
H -7.390 2.837 -0.395 0.572 0.687 0.389
H -8.491 1.493 -0.249 -0.172 -0.198 0.369
H -8.010 2.599 -2.973 0.212 0.569 -0.513
H -9.038 3.522 -1.864 -0.188 0.390 -0.147
H -9.479 1.925 -2.433 -0.459 -0.432 0.246
H -5.375 1.782 0.121 -0.053 0.284 -0.282
H -5.046 0.146 -0.429 0.243 0.184 -0.611
H -7.248 0.922 1.329 -0.174 -0.724 0.424
H -5.663 0.329 1.781 0.923 0.640 1.139
H -8.055 -0.989 2.490 -0.181 0.015 0.018
H -6.463 -1.583 2.963 -0.115 -0.302 -0.309
H -7.587 -2.582 1.913 -0.063 -0.748 0.285
C 2.986 6.551 -6.045 0.523 0.366 0.505
C 1.601 6.011 -6.025 -1.354 0.597 0.002
N 1.093 5.492 -4.693 0.762 -1.456 0.332
C -0.130 4.662 -4.913 -0.784 0.457 -1.655
C 2.159 4.563 -4.073 0.287 1.789 0.674
C 2.581 3.373 -4.846 0.734 -1.142 -1.080
C 0.823 6.621 -3.729 -0.330 -0.189 0.106
C 0.748 6.265 -2.233 0.726 1.388 -0.037
O -0.355 5.484 -1.943 -1.098 -0.115 0.459
C -0.640 5.382 -0.538 -0.226 -1.867 0.251
H 3.754 5.791 -5.887 0.061 0.100 -0.660
H 3.105 7.221 -5.188 0.127 0.332 -0.321
H 3.085 7.146 -6.976 0.379 -0.546 0.593
H 1.424 5.174 -6.671 0.161 -0.217 -0.713
H 0.947 6.847 -6.334 -0.165 -0.615 0.238
H -0.850 5.297 -5.439 -0.083 0.216 0.423
H -0.567 4.312 -3.987 0.266 -0.079 0.123
H 0.021 3.879 -5.687 0.452 0.222 0.963
H 1.659 4.249 -3.154 0.595 0.090 0.114
H 3.058 5.256 -3.928 -1.320 -1.093 0.369
H 3.418 2.863 -4.296 -0.746 0.561 -0.505
H 2.941 3.643 -5.845 0.271 -0.036 0.220
H 1.816 2.616 -5.039 -0.084 0.195 0.421
H -0.120 7.064 -4.029 -0.302 -0.059 -0.081
H 1.568 7.374 -3.959 0.276 0.031 0.503
H 0.660 7.251 -1.716 0.290 -0.516 -0.299
H 1.654 5.749 -1.878 -0.009 0.493 -0.042
H -1.472 5.960 -0.109 0.211 0.295 -0.893
H 0.226 5.542 0.091 0.504 0.381 -0.105
H -0.875 4.309 -0.383 -0.105 0.563 -0.036
```
Positions in Å, forces in eV/Å.

Values from the calculation:
charge: +5
multiplicity: 1
energy above the lowest of the compared OMol25 structures with the same formula, charge and spin: 2.480 eV
orbital gap: 9.8708 eV
calculated total energy: -3619.75323 a.u.

Atom charges from the Löwdin analysis, given in e for atoms 1 to 4: number 1, P, carries 0.18; number 2, F, carries -0.20; number 3, F, carries -0.16; number 4, F, carries -0.20